Entry i
{"formula": "CH7N3O", "method": "wB97M-V/def2-TZVPD", "elements": ["H", "H", "H", "H", "C", "H", "N", "N", "N", "H", "H", "O"], "xyz": [[-0.46, 0.27, -1.75], [1.35, -0.76, 1.55], [-0.25, 1.79, 1.19], [-0.91, 0.81, -0.19], [0.28, -0.72, -0.13], [0.36, -1.99, -1.68], [-0.71, 0.03, -0.81], [0.58, -1.94, -0.70], [0.75, -0.23, 0.94], [1.10, -2.66, -0.24], [-1.40, 2.93, 1.15], [-0.71, 2.49, 0.67]], "spin_multiplicity": 1, "e_lumo_ev": 0.94}



Entry ii
{"formula": "CH7N3O", "method": "wB97M-V/def2-TZVPD", "elements": ["N", "H", "H", "H", "H", "N", "N", "H", "H", "C", "H", "O"], "xyz": [[0.81, 1.35, -1.59], [0.86, -1.09, 0.53], [-0.20, 2.02, 0.46], [1.82, -0.94, -0.86], [0.03, 1.94, -1.78], [0.96, -0.71, -0.39], [-0.30, 1.00, 0.44], [-1.75, -0.96, 2.24], [1.34, 0.91, -2.33], [0.48, 0.56, -0.49], [-2.38, -2.15, 1.58], [-1.66, -1.93, 2.18]], "spin_multiplicity": 1, "e_lumo_ev": 0.81}



Entry iii
{"formula": "CH7N3O", "method": "wB97M-V/def2-TZVPD", "elements": ["H", "H", "H", "C", "H", "N", "N", "H", "H", "H", "N", "O"], "xyz": [[-2.01, 0.19, 1.57], [3.26, -0.12, -0.36], [-2.60, 0.56, -0.02], [-0.63, -0.04, 0.21], [-1.19, -0.18, -1.82], [-0.47, -0.11, -1.15], [0.34, 0.25, 1.08], [1.85, 0.37, 0.17], [0.25, -0.44, 1.82], [0.51, -0.24, -1.42], [-2.01, -0.03, 0.56], [2.34, -0.08, -0.58]], "spin_multiplicity": 1, "e_lumo_ev": 0.84}



We find entry i to be the most stable, with the next structure 0.0046 hartree higher.



Entry i
{"formula": "C2H3N2O2", "method": "wB97M-V/def2-TZVPD", "elements": ["H", "C", "O", "N", "H", "N", "O", "H", "C"], "xyz": [[2.20, -0.71, -1.06], [0.51, -0.79, 0.37], [0.31, -1.86, 0.04], [0.22, 0.43, 0.57], [2.65, -0.04, -1.30], [-2.23, 0.46, 0.07], [-3.39, 0.46, 0.05], [0.87, 1.28, 0.83], [-1.14, 0.76, 0.44]], "total_charge": 1, "spin_multiplicity": 1, "e_lumo_ev": [-7.42, -7.42]}



Entry ii
{"formula": "C2H3N2O2", "method": "wB97M-V/def2-TZVPD", "elements": ["N", "O", "N", "H", "C", "C", "H", "O", "H"], "xyz": [[-0.62, 1.07, -0.62], [-1.99, 0.85, -2.51], [-1.05, 1.28, -1.94], [-0.15, -2.27, -0.09], [-0.08, -1.30, -0.78], [0.08, 0.04, -0.13], [-0.64, 1.95, 0.00], [-0.21, -1.53, -1.96], [0.71, 0.34, 0.59]], "total_charge": 1, "spin_multiplicity": 1, "e_lumo_ev": [-7.40, -7.40]}



We find entry ii to be the most stable, with the next structure 0.0399 hartree higher.



Entry i
{"formula": "C26H26AsBrCl4N2O4Pd", "method": "wB97M-V/def2-TZVPD", "elements": ["O", "C", "H", "C", "C", "H", "H", "N", "H", "H", "H", "C", "Cl", "H", "H", "C", "Cl", "H", "C", "C", "C", "C", "H", "H", "H", "H", "C", "C", "C", "C", "N", "H", "Cl", "C", "As", "H", "C", "Pd", "H", "O", "C", "C", "C", "C", "H", "C", "C", "C", "H", "O", "O", "H", "H", "C", "H", "H", "C", "Cl", "C", "Br", "C", "H", "H", "H", "H"], "xyz": [[2.14, -0.23, 0.49], [-0.63, 2.99, -0.65], [-2.96, -2.19, -2.43], [3.90, -3.94, 1.02], [-4.25, -1.23, 0.32], [0.29, -4.02, -0.71], [-4.62, -3.67, -1.24], [2.37, -6.27, 0.14], [-1.02, -3.27, 3.23], [-4.58, -0.64, -0.54], [-1.74, -8.56, -2.13], [-2.64, -2.86, -1.63], [-3.12, 6.81, -1.13], [4.33, -4.93, 1.12], [-1.87, -1.73, 3.02], [2.76, -1.40, 0.71], [1.69, 4.29, -0.97], [-1.60, -6.10, -1.86], [1.29, -8.42, -0.58], [1.99, -2.55, 0.30], [0.32, -6.22, -0.89], [-4.36, -0.38, 1.58], [-5.39, -0.05, 1.74], [-1.64, -3.20, -1.90], [4.58, -0.67, 1.57], [3.01, 1.02, 1.90], [-2.04, -3.07, 1.32], [2.79, 0.97, 0.83], [-0.05, 4.23, -0.88], [-2.09, 2.93, -0.55], [0.71, -4.94, -0.59], [2.09, -9.06, -0.23], [0.02, 6.93, -1.32], [-0.79, 5.42, -1.03], [-2.39, -1.71, -0.05], [-2.99, -3.52, 1.62], [2.62, -3.81, 0.46], [-1.11, 0.15, -0.26], [-1.44, -3.85, 0.85], [0.07, 1.91, -0.50], [-0.81, -6.74, -1.51], [-3.61, -4.02, -1.46], [1.37, -7.04, -0.42], [-1.28, -2.49, 2.50], [3.73, 1.07, 0.27], [-2.16, 5.36, -0.95], [-0.87, -8.12, -1.65], [4.57, -2.82, 1.41], [-4.05, -0.94, 2.47], [0.81, -2.39, -0.19], [-2.66, 1.80, -0.33], [-4.87, -2.13, 0.38], [0.08, -10.02, -1.33], [0.16, -8.94, -1.20], [-3.66, -4.63, -2.37], [-0.04, -1.00, -0.18], [1.93, -5.02, 0.03], [-4.53, 4.04, -0.59], [4.02, -1.53, 1.26], [6.32, -2.97, 2.18], [-2.79, 4.13, -0.71], [-3.31, -4.68, -0.64], [2.11, 1.76, 0.54], [-3.73, 0.51, 1.48], [-0.37, -2.01, 2.16]], "total_charge": -2, "spin_multiplicity": 1, "e_lumo_ev": 3.99}



Entry ii
{"formula": "C26H26AsBrCl4N2O4Pd", "method": "wB97M-V/def2-TZVPD", "elements": ["O", "H", "H", "H", "N", "Cl", "H", "O", "C", "C", "C", "H", "C", "C", "Br", "Cl", "C", "H", "O", "Cl", "C", "C", "C", "H", "H", "C", "C", "C", "H", "H", "C", "H", "H", "C", "C", "H", "C", "Cl", "H", "C", "C", "N", "C", "H", "C", "H", "Pd", "H", "H", "H", "H", "C", "C", "H", "C", "H", "H", "H", "C", "As", "O", "H", "C", "C", "H"], "xyz": [[-1.99, 2.14, -1.44], [0.11, -4.56, -4.20], [1.78, -3.26, -2.92], [-4.65, 1.94, -0.83], [0.16, 0.16, 2.65], [-0.37, 5.04, -3.74], [-0.62, -1.96, 0.84], [-0.36, 1.18, 0.28], [-1.18, 0.23, 2.87], [1.23, 3.03, -2.97], [-3.49, 0.68, 2.10], [-2.55, -1.43, -0.65], [-0.35, -0.52, 4.68], [1.20, -1.28, 6.33], [-6.25, 1.07, 1.49], [5.16, 2.62, -2.08], [-0.22, -3.76, -3.53], [-3.34, 1.65, -2.92], [2.58, 1.22, -2.23], [2.17, 6.92, -3.60], [2.49, -3.07, 0.34], [-0.81, -2.56, -0.05], [-2.27, -2.47, -0.45], [2.73, -3.84, -0.39], [-2.01, 2.77, -3.33], [1.19, 4.39, -3.26], [2.05, -0.59, 4.16], [0.81, -3.46, -2.46], [1.72, -3.48, 1.01], [-2.93, -2.85, 0.34], [2.27, -1.07, 5.44], [-1.18, -4.07, -3.10], [3.39, -2.90, 0.95], [-3.93, 1.60, -0.09], [-4.37, 1.11, 1.14], [1.81, -1.01, 0.42], [-1.64, 1.17, 0.60], [4.96, 5.69, -2.79], [-0.52, -3.59, 0.19], [2.51, 2.45, -2.55], [-2.11, 0.71, 1.83], [-1.54, -0.17, 4.07], [-2.74, 2.50, -2.57], [2.87, -0.42, 3.47], [-0.11, -1.01, 5.97], [3.28, -1.28, 5.76], [0.37, 0.27, -2.34], [0.59, 0.48, 1.79], [-0.93, -1.16, 6.66], [-0.42, -2.88, -4.14], [-2.49, -3.04, -1.36], [0.73, -0.32, 3.81], [2.32, 5.23, -3.21], [-3.82, 0.31, 3.06], [-2.58, 1.64, -0.35], [2.79, -1.34, -0.97], [-0.17, 1.12, -0.77], [1.41, -1.65, 7.33], [2.03, -1.78, -0.32], [0.40, -1.84, -1.43], [0.18, 2.27, -3.05], [-3.40, 3.35, -2.36], [3.53, 4.69, -2.85], [3.62, 3.32, -2.54], [0.93, -4.31, -1.77]], "total_charge": -2, "spin_multiplicity": 1, "e_lumo_ev": 3.81}



We find entry i to be the most stable, with the next structure 0.0318 hartree higher.



Entry i
{"formula": "C4H10O3", "method": "wB97M-V/def2-TZVPD", "elements": ["H", "C", "O", "H", "H", "H", "C", "H", "C", "O", "C", "H", "O", "H", "H", "H", "H"], "xyz": [[0.32, -0.29, -1.54], [1.87, 0.95, -0.12], [1.70, -0.45, -0.01], [-2.70, -0.25, 0.49], [-1.31, 1.58, 0.41], [-2.11, -0.60, -1.16], [-1.85, -0.15, -0.20], [0.98, 1.44, -0.51], [-0.63, -0.84, 0.39], [-0.35, -0.03, 1.53], [0.54, -0.90, -0.65], [-0.86, -1.86, 0.73], [-1.57, 1.21, -0.45], [2.71, 1.12, -0.79], [0.42, -0.38, 2.01], [0.76, -1.91, -1.02], [2.09, 1.35, 0.88]], "spin_multiplicity": 1, "e_lumo_ev": 0.82}



Entry ii
{"formula": "C4H10O3", "method": "wB97M-V/def2-TZVPD", "elements": ["H", "C", "H", "H", "O", "O", "C", "H", "H", "H", "H", "C", "H", "H", "H", "O", "C"], "xyz": [[-0.36, 1.13, 2.19], [-0.72, 0.10, 2.14], [0.95, -0.04, -3.21], [1.35, 1.27, 0.92], [0.03, 0.51, -1.29], [1.75, 0.44, 0.62], [-0.54, -0.47, 0.74], [1.23, -1.29, -0.27], [0.80, 1.61, -2.95], [-1.78, 0.11, 2.39], [-1.00, 0.26, -0.11], [0.79, -0.38, 0.14], [-0.20, -0.51, 2.89], [-0.79, -2.37, 1.12], [-0.63, 0.68, -3.21], [-1.18, -1.71, 0.54], [0.32, 0.67, -2.65]], "spin_multiplicity": 1, "e_lumo_ev": 0.63}



We find entry i to be the most stable, with the next structure 0.0728 hartree higher.



Entry i
{"formula": "C4H10O3", "method": "wB97M-V/def2-TZVPD", "elements": ["C", "C", "H", "H", "C", "H", "H", "H", "H", "C", "H", "O", "O", "H", "H", "H", "O"], "xyz": [[0.48, -1.09, 0.59], [0.10, 0.11, 1.42], [-0.30, -1.25, -0.15], [2.35, 1.40, -0.03], [1.89, -1.27, 0.07], [2.00, -2.24, -0.40], [2.15, -0.60, -1.93], [-5.87, 2.18, -1.32], [2.61, -1.39, 0.90], [2.46, -0.27, -0.95], [0.24, -1.94, 1.25], [2.04, 1.10, -0.89], [0.52, 1.23, 1.32], [-0.79, -0.03, 2.03], [3.55, -0.29, -0.93], [-6.67, 2.29, -0.03], [-6.76, 2.06, -0.96]], "spin_multiplicity": 1, "e_lumo_ev": 0.72}



Entry ii
{"formula": "C4H10O3", "method": "wB97M-V/def2-TZVPD", "elements": ["H", "H", "O", "H", "C", "H", "H", "C", "H", "O", "C", "H", "O", "H", "H", "H", "C"], "xyz": [[0.72, -2.07, -0.70], [-0.72, -1.05, -3.06], [2.69, 1.81, 3.03], [0.43, 0.19, 0.82], [0.41, -0.22, -1.66], [-1.78, 0.08, 1.98], [1.50, -0.13, -1.65], [-0.19, -0.70, 0.73], [-0.06, -1.30, 1.63], [-2.21, 0.44, 0.05], [-0.03, -1.30, -0.67], [2.28, 2.13, 3.85], [0.07, -0.51, -3.00], [2.80, 2.59, 2.47], [-0.99, -1.65, -1.03], [0.04, 0.77, -1.39], [-1.53, -0.03, 0.92]], "spin_multiplicity": 1, "e_lumo_ev": 0.63}



We find entry ii to be the most stable, with the next structure 0.0072 hartree higher.